1.
Here is a cluster of 2 separate species, C3H9NO2S in total at a distorted geometry from OMol25. Energies are from ωB97M-V/def2-TZVPD.

ORCA input file:
```
! RIJCOSX wB97M-V def2-TZVPD def2/J DEFGRID3
* xyz 0 1
N -1.749 1.200 0.387
C -1.130 0.000 0.055
C 0.002 -0.221 0.963
O 0.223 0.636 1.922
C -0.740 -0.043 -1.645
S -0.320 -1.717 -2.284
H -1.889 1.286 1.494
H -2.640 1.433 -0.004
H -1.688 -0.963 0.058
H 0.439 -1.235 1.026
H -1.659 0.292 -2.102
H 0.143 0.625 -1.725
H -1.411 -2.004 -2.968
O 4.521 0.309 1.616
H 3.871 0.532 2.321
H 4.028 -0.132 0.887
*
```

Structure (SMILES) ... N[C@H](C=O)CS.O
LUMO energy ... 0.11 eV


2.
Here is a structure of composition C43H85CsN6O4P2 from OMol25. Energies are from ωB97M-V/def2-TZVPD.

ORCA input file:
```
! RIJCOSX wB97M-V def2-TZVPD def2/J DEFGRID3
* xyz 0 1
Cs -0.678 0.066 0.081
N 0.603 2.069 -2.091
C 0.289 3.200 -2.961
C -0.060 4.442 -2.146
N -0.967 4.161 -1.043
C -0.650 4.877 0.186
C -1.214 4.168 1.407
N -0.636 2.835 1.526
H 1.310 2.298 -1.397
H 0.963 1.278 -2.615
H -0.565 2.910 -3.578
H 1.105 3.471 -3.643
H -0.494 5.186 -2.823
H 0.876 4.884 -1.773
H -0.961 3.166 -0.843
H -1.049 5.896 0.144
H 0.441 4.975 0.322
H -2.288 4.041 1.294
H -1.045 4.806 2.285
H -1.110 2.298 2.246
H 0.356 2.859 1.746
C 0.258 -0.229 3.309
O -1.073 -0.399 2.882
C -2.003 -0.458 3.930
C -3.380 -0.460 3.323
O -3.614 0.810 2.745
C -4.822 0.857 2.017
C -5.018 2.239 1.453
O -4.084 2.467 0.433
C -4.321 3.695 -0.223
H 0.593 -1.060 3.942
H 0.344 0.703 3.878
H 0.900 -0.190 2.425
H -1.895 0.410 4.595
H -1.853 -1.370 4.525
H -4.139 -0.679 4.085
H -3.421 -1.247 2.556
H -5.670 0.601 2.666
H -4.790 0.136 1.187
H -4.910 2.991 2.246
H -6.040 2.313 1.053
H -5.315 3.698 -0.687
H -3.548 3.816 -0.976
H -4.274 4.536 0.480
C 5.449 3.224 0.444
C 4.028 2.799 0.088
C 3.227 4.014 -0.376
P 3.057 1.768 1.329
C 3.666 2.400 2.979
C 3.338 1.421 4.103
C 3.073 3.772 3.300
C 3.944 0.177 1.208
C 5.269 0.093 1.663
C 6.100 -0.986 1.437
C 7.514 -1.028 1.949
C 5.562 -2.030 0.681
C 4.258 -2.008 0.252
C 3.359 -0.939 0.544
N 2.019 -1.044 0.302
C 1.664 -1.905 -0.726
C 2.190 -1.743 -2.023
C 1.861 -2.588 -3.066
C 0.948 -3.624 -2.889
C 0.570 -4.546 -4.019
C 0.398 -3.779 -1.622
C 0.738 -2.969 -0.537
P 0.060 -3.202 1.152
C -0.931 -4.788 1.143
C -2.298 -4.566 0.486
C -0.281 -6.105 0.698
C 1.573 -3.663 2.136
C 2.537 -4.679 1.523
C 1.165 -4.089 3.546
H 5.895 3.758 -0.399
H 5.460 3.907 1.297
H 6.088 2.374 0.669
H 4.091 2.100 -0.756
H 3.186 4.793 0.385
H 3.684 4.459 -1.265
H 2.197 3.752 -0.618
H 4.753 2.511 2.938
H 2.276 1.457 4.344
H 3.598 0.395 3.839
H 3.887 1.691 5.009
H 3.289 4.511 2.532
H 1.985 3.707 3.406
H 3.475 4.150 4.243
H 5.676 0.918 2.237
H 7.722 -0.170 2.591
H 7.703 -1.931 2.533
H 8.241 -1.014 1.133
H 6.176 -2.895 0.447
H 3.884 -2.858 -0.300
H 2.910 -0.946 -2.178
H 2.320 -2.438 -4.039
H 1.217 -4.389 -4.882
H 0.656 -5.593 -3.723
H -0.461 -4.385 -4.346
H -0.300 -4.594 -1.479
H -1.144 -4.883 2.215
H -2.233 -4.439 -0.596
H -2.949 -5.423 0.674
H -2.785 -3.679 0.897
H 0.373 -5.993 -0.166
H 0.317 -6.535 1.501
H -1.052 -6.837 0.442
H 2.090 -2.702 2.198
H 2.211 -5.703 1.708
H 2.639 -4.547 0.446
H 3.530 -4.562 1.964
H 0.724 -5.090 3.542
H 2.039 -4.123 4.201
H 0.436 -3.406 3.989
N -1.158 -0.835 -3.107
C -2.237 -1.353 -3.947
C -2.781 -2.679 -3.417
C -3.896 -2.539 -2.391
N -3.462 -1.730 -1.255
H -0.973 0.138 -3.320
H -0.305 -1.366 -3.248
H -1.923 -1.493 -4.991
H -3.036 -0.609 -3.947
H -1.952 -3.245 -2.977
H -3.163 -3.281 -4.247
H -4.233 -3.545 -2.101
H -4.754 -2.044 -2.859
H -2.623 -2.148 -0.868
H -4.165 -1.722 -0.524
C -4.715 2.439 -4.622
C -5.602 2.227 -3.397
C -4.779 1.223 -2.603
O -3.413 1.561 -2.847
C -3.320 2.389 -4.006
H -4.907 3.375 -5.145
H -4.845 1.618 -5.330
H -6.599 1.859 -3.639
H -5.704 3.163 -2.844
H -4.972 0.204 -2.959
H -4.942 1.251 -1.527
H -2.579 1.962 -4.689
H -2.975 3.384 -3.702
*
```

LUMO energy ... 0.15 eV


Frontier orbital gap for the records above, in order: 9.5, 5.9 eV
ΔE to the lowest compared entry with this formula, charge and spin for the records above, in order: 3.0899, 0.4319 eV